[1]
Entry from the Open Molecules 2025 dataset: a cluster of 9 separate species, C44H45F15N4O18 in total (ωB97M-V/def2-TZVPD).

Values from the calculation:
highest occupied orbital energy = -10.227 eV
molar mass = 1202.82 g/mol
SMILES = O=[N+]([O-])c1ccccc1.O=[N+]([O-])c1ccccc1.O=[N+]([O-])c1ccccc1.O=[N+]([O-])c1ccccc1.CCOC(=O)C(F)(F)F.CCOC(=O)C(F)(F)F.CCOC(=O)C(F)(F)F.CCOC(=O)C(F)(F)F.CCOC(=O)C(F)(F)F
ΔE to the lowest compared entry with this formula, charge and spin = 0.0 kcal per mole
2S+1 = 1
net charge = 0

Each line ends with the Mulliken charge.
Element x y z (Å)
1 F -2.614 0.053 2.345  -0.170
2 F -4.013 -3.190 -1.082  -0.281
3 F -5.341 4.011 3.922  -0.285
4 F -2.562 -4.035 7.597  -0.240
5 F -3.716 -5.952 7.341  -0.223
6 F -5.148 1.932 3.349  -0.230
7 F -8.592 1.509 -1.675  -0.251
8 F -8.384 2.653 0.143  -0.234
9 F -2.531 -4.736 -0.677  -0.234
10 F -0.940 -0.992 3.274  -0.212
11 F -7.971 3.654 -1.724  -0.247
12 F -3.413 3.094 3.850  -0.223
13 F -0.830 1.215 2.880  -0.149
14 F -1.503 -5.845 7.258  -0.252
15 F -2.302 -2.770 0.248  -0.155
16 O -1.398 0.346 0.065  0.101
17 O 2.268 -2.602 -5.232  -0.631
18 O 6.019 -4.279 2.905  -0.634
19 O 2.342 -0.363 -3.137  -0.290
20 O 2.746 3.634 1.014  -0.538
21 O 3.240 5.405 -0.156  -0.582
22 O -1.512 -4.645 4.973  -0.333
23 O -5.638 2.453 -1.735  -0.580
24 O -3.664 -5.276 4.841  -0.522
25 O -6.365 0.939 -0.219  -0.389
26 O -5.559 3.650 1.076  -0.576
27 O 1.416 1.334 -4.046  -0.653
28 O -0.959 -3.528 -2.480  -0.593
29 O 6.809 -3.241 1.196  -0.619
30 O 4.223 -3.138 -5.698  -0.646
31 O -3.264 3.686 1.320  0.082
32 O 0.445 -0.568 0.978  -0.430
33 O -2.190 -1.625 -2.250  -0.186
34 N 2.334 0.538 -3.988  1.028
35 N 6.061 -3.342 2.142  1.099
36 N 3.341 -2.989 -4.883  1.254
37 N 2.577 4.804 0.669  1.000
38 C 4.919 -3.778 -1.629  -0.507
39 C 1.716 0.839 -0.490  -1.294
40 C 3.533 -3.310 -3.478  0.355
41 C -1.441 -0.923 -3.291  0.512
42 C 4.454 -0.205 -4.862  0.084
43 C 0.455 7.724 1.893  -0.493
44 C 5.150 -1.161 1.551  -0.056
45 C -7.919 2.476 -1.064  0.896
46 C 4.820 -3.508 -2.994  -0.853
47 C 5.474 0.876 -6.723  -0.544
48 C -2.669 -3.458 -0.881  0.983
49 C 1.346 -0.584 -0.165  1.031
50 C -2.074 3.483 -0.667  0.052
51 C 2.375 -3.478 -2.738  -0.871
52 C -1.801 0.485 -3.174  -1.069
53 C -0.596 7.060 2.458  -0.561
54 C -5.014 0.304 -0.082  1.177
55 C -1.840 -2.845 -2.022  0.203
56 C -4.542 3.482 1.763  0.342
57 C -0.592 5.689 2.581  -0.190
58 C 3.479 -0.074 2.901  -0.875
59 C 3.781 -3.892 -0.844  -0.421
60 C 3.458 -1.191 3.711  -0.273
61 C -1.576 -4.201 3.549  -0.134
62 C 3.338 1.673 -5.905  -0.553
63 C 3.404 0.679 -4.928  -0.283
64 C 2.509 -3.770 -1.365  -0.354
65 C 4.319 -2.285 3.561  -0.701
66 C -2.668 -5.064 5.459  0.242
67 C -0.774 -0.096 1.018  0.052
68 C -3.116 4.310 0.051  -0.640
69 C -6.464 1.975 -1.023  0.404
70 C -5.218 -0.967 0.711  -1.295
71 C 0.485 4.948 2.091  -0.457
72 C -0.132 -4.167 3.067  -0.768
73 C 1.478 5.600 1.375  0.079
74 C 1.468 6.979 1.230  -0.555
75 C 4.399 1.746 -6.819  -0.428
76 C 5.502 -0.067 -5.733  -0.610
77 C -4.582 3.108 3.307  0.799
78 C 5.078 -2.232 2.417  0.149
79 C -1.298 0.073 2.436  0.646
80 C -2.642 -5.217 6.941  0.952
81 C 4.271 -0.112 1.730  -0.450
82 H 6.242 0.818 -7.468  0.404
83 H 4.264 -3.164 4.186  0.509
84 H 0.946 1.336 -1.061  0.408
85 H -5.622 -0.687 1.675  0.415
86 H 2.671 0.986 -1.009  0.291
87 H 5.709 -1.330 0.661  0.488
88 H 4.177 0.748 1.083  0.508
89 H -4.353 -1.590 0.747  -0.168
90 H -4.664 -0.009 -1.074  0.100
91 H 0.479 8.795 1.889  0.394
92 H -1.998 -3.196 3.590  0.110
93 H 0.297 -5.165 3.040  0.474
94 H 6.325 -0.728 -5.602  0.434
95 H -0.374 -1.045 -3.062  -0.507
96 H 3.904 -4.104 0.212  0.538
97 H -1.530 5.229 2.966  0.326
98 H -2.357 2.445 -0.762  -0.451
99 H 2.779 0.739 3.080  0.476
100 H -2.833 0.694 -3.474  0.435
101 H -0.102 -3.696 2.056  0.028
102 H -6.029 -1.558 0.279  0.467
103 H 4.290 2.417 -7.679  0.344
104 H 0.406 -3.517 3.761  0.272
105 H -1.659 3.870 -1.609  0.516
106 H -2.810 5.356 0.289  0.316
107 H 2.101 -1.233 0.273  -0.197
108 H 5.935 -3.983 -1.251  0.378
109 H 4.473 -0.939 -4.081  0.590
110 H -1.618 0.797 -2.151  -0.154
111 H 2.783 -1.240 4.564  0.384
112 H -2.224 -4.923 3.013  0.409
113 H 1.936 1.259 0.494  0.347
114 H 1.565 -3.721 -0.806  0.557
115 H 1.391 -3.292 -3.093  0.723
116 H 2.217 7.531 0.680  0.439
117 H -1.487 7.585 2.749  0.409
118 H 0.428 3.887 2.150  0.704
119 H -4.344 1.046 0.336  -0.341
120 H -1.141 1.061 -3.803  0.436
121 H 0.950 -1.147 -1.005  -0.482
122 H -4.090 4.209 -0.399  0.466
123 H 5.698 -3.549 -3.632  0.515
124 H 2.453 2.268 -5.908  0.518
125 H -1.605 -1.421 -4.217  0.611
126 H -1.244 3.446 0.045  -0.143

Forces on atoms 1 to 2 (eV/Å):
F -0.4 0.5 0.8
F 1.3 -0.5 0.2

[2]
Entry from the Open Molecules 2025 dataset: a structure of composition C44H46FeN10O3 (ωB97M-V/def2-TZVPD).

Values from the calculation:
highest occupied orbital energy (alpha / beta) = -9.549 / -9.548 eV
molar mass = 818.76 g/mol
ΔE to the lowest compared entry with this formula, charge and spin = 16.7 kcal per mole
2S+1 = 6
net charge = +1

Each line ends with the Mulliken charge.
Element x y z (Å)
1 Fe 1.228 0.178 -0.879  1.472
2 O 1.802 -0.190 -3.122  -0.247
3 O 7.226 3.538 0.341  -0.715
4 O 7.810 1.441 0.987  -0.715
5 N -1.792 1.396 0.075  0.477
6 N 2.488 -1.636 -0.727  0.591
7 N -0.727 -0.006 -1.490  1.840
8 N 0.202 -2.783 2.810  0.827
9 N 1.433 -2.309 3.027  -1.175
10 N 3.244 0.837 -0.824  0.867
11 N 1.665 -1.434 2.124  0.020
12 N 0.604 -1.310 1.298  0.759
13 N -3.057 0.231 -1.414  0.670
14 N 1.311 2.342 -1.684  0.476
15 C 2.784 -3.972 -0.332  -0.741
16 C -0.288 -2.168 1.733  -1.044
17 C 3.572 2.130 -0.981  0.755
18 C 2.309 -1.249 -3.948  -0.822
19 C -1.106 2.620 2.011  1.682
20 C -1.098 0.720 -4.330  -1.174
21 C -1.455 -3.350 -2.960  -0.941
22 C -2.200 -2.146 4.457  -1.211
23 C 2.666 4.294 -1.916  -0.871
24 C 1.193 2.606 2.745  -1.211
25 C -1.022 -1.019 -2.483  -1.508
26 C -1.186 -0.695 -3.833  1.005
27 C 0.576 1.384 0.755  0.556
28 C -3.835 -0.897 1.159  -0.898
29 C 7.104 2.307 0.446  0.310
30 C -4.273 0.661 -0.794  -0.741
31 C 1.570 5.016 -2.345  -0.805
32 C -0.125 -2.430 5.858  -1.519
33 C -1.594 -3.044 -4.304  -0.976
34 C 4.797 2.631 -0.594  -1.220
35 C -0.729 1.792 0.940  -0.218
36 C 2.036 -2.899 -0.756  -0.608
37 C -2.537 3.057 2.193  -1.549
38 C -1.815 0.519 -0.938  -0.798
39 C 5.739 1.779 -0.031  -0.920
40 C 0.250 3.055 -2.075  -0.423
41 C -0.123 3.019 2.901  -0.950
42 C -1.106 -3.109 4.909  0.771
43 C 1.538 1.791 1.678  0.169
44 C 4.547 -2.444 0.175  -0.718
45 C 0.331 4.392 -2.410  -1.360
46 C -1.467 -1.728 -4.725  -0.486
47 C -5.836 0.619 1.006  -0.700
48 C 3.728 -1.413 -0.279  0.228
49 C 4.165 0.002 -0.317  0.827
50 C -6.244 2.034 -0.892  -0.695
51 C -1.175 -2.333 -2.059  -0.438
52 C 4.066 -3.733 0.156  -1.096
53 C -5.060 1.592 -1.459  -0.453
54 C -4.653 0.144 0.447  1.138
55 C -0.406 -3.760 3.717  -1.272
56 C -6.625 1.551 0.351  -0.762
57 C 2.492 2.960 -1.565  0.502
58 C 5.409 0.434 0.088  -1.213
59 H 3.641 4.753 -1.841  0.536
60 H -4.732 1.969 -2.420  0.485
61 H -0.397 3.663 3.728  0.428
62 H -1.280 -2.325 1.346  0.628
63 H -1.572 -4.368 -2.613  0.510
64 H -1.085 -2.549 -1.001  0.870
65 H 2.376 -2.140 -3.331  0.189
66 H -1.043 0.745 -5.417  0.468
67 H 1.948 2.922 3.453  0.547
68 H -1.579 -3.944 5.435  0.349
69 H 5.542 -2.229 0.535  0.537
70 H 3.302 -0.999 -4.319  0.366
71 H 0.404 -1.612 5.366  0.288
72 H 1.627 -1.436 -4.778  0.300
73 H -3.107 -0.321 -2.255  0.217
74 H -2.700 1.761 0.320  -0.217
75 H -0.656 -2.013 6.713  0.429
76 H -2.900 -2.620 3.764  0.288
77 H -1.591 -1.488 -5.773  0.468
78 H -3.214 2.209 2.343  0.274
79 H -4.458 -1.452 1.859  0.672
80 H 1.679 6.057 -2.617  0.461
81 H -1.111 -4.338 3.119  0.389
82 H 6.169 -0.211 0.508  0.778
83 H 0.400 -4.419 4.034  0.411
84 H -7.544 1.893 0.808  0.424
85 H -6.858 2.756 -1.413  0.427
86 H -2.773 -1.789 5.311  0.495
87 H 2.569 1.471 1.588  0.539
88 H -2.632 3.700 3.065  0.451
89 H -2.906 3.625 1.333  0.337
90 H -3.407 -1.605 0.446  0.114
91 H 1.931 0.648 -3.579  0.258
92 H -0.690 2.527 -2.123  0.602
93 H -0.232 1.239 -3.927  0.039
94 H 1.041 -3.038 -1.152  0.049
95 H -1.814 -3.822 -5.023  0.396
96 H -0.557 4.927 -2.714  0.550
97 H -3.014 -0.449 1.726  0.090
98 H 0.622 -3.129 6.234  0.389
99 H -1.770 -1.266 3.968  0.115
100 H 5.081 3.671 -0.687  0.686
101 H -6.151 0.232 1.967  0.456
102 H -1.976 1.302 -4.035  0.142
103 H 4.683 -4.547 0.512  0.455
104 H 2.378 -4.972 -0.388  0.562

Forces on atoms 1 to 2 (eV/Å):
Fe 0.0 0.6 0.3
O -0.1 0.1 -0.1

Number 1: calculated total energy -4774.66094 Eh. Number 2: calculated total energy -3741.10380 Eh.